Molecular formula: C29H41AuN4O4STe
Method: DFT, ωB97M-V/def2-TZVPD

As for the energy above the lowest of the compared OMol25 structures with the same formula, charge and spin: 42.3 kcal per mole. The HOMO energy (spin up / spin down) comes out at -10.29 / -10.70 eV. The value obtained for the lowest unoccupied orbital energy (spin up / spin down) is -3.753 / -4.089 eV. As for the HOMO-LUMO gap (spin up / spin down): 6.5 / 6.6 eV. The spin multiplicity is 2. As for the charge: +1. For the total energy, the calculation gives -2451.22031 a.u. The max |F| comes out at 0.0190 hartree/bohr.

Last column: Mulliken spin population.
Geometry (Å):
Au -0.7054 -1.1064 0.5312  0.4044
C -1.6614 -3.6717 5.3587  -0.0002
N -1.0494 -2.5959 4.5939  0.0044
C 0.0204 -1.8760 5.2755  0.0010
C -1.4359 -2.2331 3.3755  0.0057
O -0.9055 -1.2839 2.7744  0.0186
C -2.5757 -3.0018 2.7124  -0.0039
O -2.8127 -2.3229 1.5173  -0.0136
C -3.7997 -2.8251 0.6636  -0.0099
C -3.7869 -1.8831 -0.5392  -0.0056
O -2.9749 -0.9586 -0.5731  0.0236
N -4.6659 -2.1254 -1.5183  0.0036
C -4.7242 -1.2385 -2.6735  0.0016
C -5.6996 -3.1449 -1.4234  -0.0001
H -0.8795 -4.3297 5.7370  0.0001
H -2.3347 -4.2668 4.7510  0.0000
H -2.2151 -3.2664 6.2071  0.0000
H 0.8377 -2.5623 5.4982  0.0000
H -0.3573 -1.4613 6.2106  -0.0005
H 0.3803 -1.0744 4.6411  -0.0001
H -3.4623 -2.9878 3.3562  -0.0002
H -2.2846 -4.0456 2.5395  -0.0010
H -4.7843 -2.8177 1.1451  -0.0001
H -3.5735 -3.8525 0.3518  0.0001
H -3.9033 -0.5316 -2.6188  -0.0008
H -5.6709 -0.6958 -2.6847  0.0001
H -4.6415 -1.8258 -3.5880  0.0000
H -5.3439 -4.0281 -0.8978  0.0000
H -5.9723 -3.4532 -2.4304  0.0003
H -6.5952 -2.7657 -0.9258  0.0001
S 1.7608 -0.8397 0.9589  0.3136
C 1.9947 -2.4403 0.4775  -0.0176
N 2.1506 -3.5387 0.1576  0.0323
C -0.7235 -3.2246 -1.9039  0.0150
C -0.0511 -1.9230 -2.2767  -0.0201
O 0.4739 -1.7818 -3.3757  0.0313
N -0.0407 -0.8963 -1.3651  0.2026
Te 1.6693 0.3827 -1.6824  0.0151
C 3.4984 1.3068 -0.9238  -0.0173
C 3.7285 2.6658 -1.2000  0.0043
C 2.8112 3.5933 -1.9660  0.0019
C 4.9573 3.2052 -0.8233  -0.0003
C 5.9628 2.4483 -0.2428  -0.0004
C 7.2698 3.0637 0.1694  0.0003
C 5.7442 1.0854 -0.1057  -0.0020
C 4.5343 0.4954 -0.4476  -0.0011
C 4.4322 -1.0050 -0.3424  0.0280
C 0.2892 1.9078 -1.1967  0.0121
C -0.6295 2.1841 -2.2158  0.0021
C -0.6677 1.4865 -3.5519  0.0014
C -1.5609 3.1974 -2.0042  -0.0013
C -1.6049 3.9226 -0.8267  0.0004
C -2.6083 5.0215 -0.6196  0.0000
C -0.6910 3.6044 0.1716  0.0018
C 0.2640 2.6086 0.0197  -0.0135
C 1.1760 2.3453 1.1882  0.0000
H -0.8580 -3.8207 -2.8029  0.0019
H -1.6871 -3.0506 -1.4275  -0.0150
H -0.0800 -3.7666 -1.2081  -0.0001
H 2.2858 3.0953 -2.7813  0.0008
H 3.4155 4.3786 -2.4174  0.0002
H 2.0621 4.0690 -1.3348  0.0000
H 5.1390 4.2544 -1.0287  -0.0001
H 7.3059 4.1224 -0.0811  0.0000
H 8.1062 2.5670 -0.3237  0.0000
H 7.4198 2.9641 1.2455  0.0000
H 6.5430 0.4514 0.2646  -0.0001
H 5.4166 -1.4472 -0.4872  0.0022
H 3.7748 -1.4331 -1.1045  -0.0040
H 4.0773 -1.3321 0.6346  -0.0019
H -0.1504 0.5280 -3.5873  -0.0006
H -0.2441 2.1313 -4.3256  0.0013
H -1.7032 1.2866 -3.8293  0.0001
H -2.2688 3.4212 -2.7948  0.0000
H -3.2483 5.1438 -1.4915  0.0000
H -2.1073 5.9715 -0.4290  0.0000
H -3.2424 4.8089 0.2424  0.0001
H -0.7168 4.1557 1.1055  -0.0001
H 1.2132 3.2217 1.8336  0.0003
H 2.1975 2.1100 0.8917  -0.0006
H 0.7874 1.5258 1.7975  -0.0005